{
  "formula": "C27H29F31NO6P",
  "method": "ωB97M-V/def2-TZVPD",
  "species": ["C", "C", "F", "C", "P", "C", "C", "C", "C", "N", "C", "O", "C", "F", "F", "C", "F", "F", "C", "F", "F", "C", "O", "O", "H", "H", "H", "H", "H", "H", "H", "H", "H", "H", "H", "H", "H", "H", "H", "H", "H", "C", "C", "C", "F", "F", "F", "F", "O", "C", "C", "F", "F", "F", "F", "H", "H", "H", "H", "C", "C", "C", "F", "F", "F", "F", "O", "C", "C", "F", "F", "F", "F", "H", "H", "H", "H", "C", "C", "C", "F", "F", "F", "F", "O", "C", "C", "F", "F", "F", "F", "H", "H", "H", "H"],
  "positions_angstrom": [[3.66271, 1.13643, 2.51163], [2.65073, 1.36793, 1.34668], [1.55653, 2.00782, 1.97535], [2.13149, 0.03251, 0.77209], [2.21269, -0.23313, -1.07355], [0.80710, 0.68407, -1.90533], [0.45070, 2.05403, -1.24911], [1.26369, 3.26711, -1.77238], [1.66500, 4.29003, -0.69465], [2.29547, 5.44965, -1.40543], [3.69934, 0.58153, -1.85505], [3.58302, 1.03752, -2.92681], [5.14042, 0.65906, -1.22956], [5.13056, 0.08376, -0.01472], [5.92523, -0.06122, -2.02790], [5.62381, 2.13068, -1.23842], [6.09944, 2.35973, -2.45831], [4.62960, 3.01171, -1.09548], [6.75380, 2.53548, -0.22324], [6.19193, 3.20563, 0.80047], [7.52441, 3.44457, -0.84495], [7.70792, 1.42103, 0.23440], [8.17561, 0.67278, -0.49132], [8.03407, 1.35603, 1.53869], [4.66277, 1.41283, 2.15467], [3.68100, 0.08495, 2.82102], [3.36425, 1.72748, 3.38196], [3.07663, 2.05894, 0.61534], [2.64048, -0.81249, 1.23093], [1.07850, -0.07363, 1.07861], [0.96083, 0.73572, -2.98865], [-0.06369, 0.02470, -1.76407], [0.46208, 2.01594, -0.15269], [-0.59802, 2.26140, -1.51872], [0.63399, 3.82790, -2.48177], [2.17224, 3.00296, -2.32993], [2.42586, 3.88910, -0.00601], [0.82006, 4.63234, -0.08252], [2.79820, 5.05476, -2.19891], [3.04068, 5.76337, -0.78643], [7.76791, 2.17512, 1.98954], [6.11539, -5.21669, -2.43382], [4.86985, -6.03958, -2.80172], [3.84977, -5.34473, -3.70241], [3.33270, -4.24763, -3.11044], [2.81766, -6.18690, -3.95591], [4.28005, -6.48673, -1.67090], [5.30943, -7.14447, -3.46952], [6.10145, -4.58477, -1.16353], [5.51248, -3.33620, -1.06348], [4.32044, -3.35246, -0.10931], [3.36933, -4.20303, -0.53985], [3.75236, -2.11650, -0.03740], [5.18217, -2.86291, -2.27993], [6.45196, -2.50408, -0.56308], [6.93484, -5.93205, -2.36716], [6.40528, -4.52866, -3.22873], [4.29887, -5.05828, -4.65763], [4.62816, -3.65983, 0.89230], [-4.62570, 2.23403, 2.06621], [-4.01385, 1.25018, 3.07935], [-2.49176, 1.28531, 3.22011], [-1.87687, 0.95445, 2.06540], [-2.09955, 0.38149, 4.15339], [-4.43485, -0.00655, 2.79647], [-4.53789, 1.56318, 4.29887], [-4.94835, 1.71218, 0.78834], [-3.95027, 1.68320, -0.16983], [-3.63618, 0.25851, -0.62301], [-3.20742, -0.49744, 0.41082], [-2.64526, 0.27589, -1.54675], [-2.85042, 2.33028, 0.26536], [-4.41212, 2.37876, -1.23380], [-5.57861, 2.53319, 2.48287], [-4.05255, 3.15910, 1.98956], [-2.14871, 2.27386, 3.53734], [-4.51681, -0.22097, -1.05176], [-8.08588, -2.13801, 0.88733], [-7.53199, -0.70709, 0.99846], [-7.61509, -0.06923, 2.38646], [-8.89465, 0.05257, 2.79288], [-7.09040, 1.18989, 2.37580], [-8.13026, 0.07809, 0.07494], [-6.21626, -0.77233, 0.65390], [-9.40113, -2.26858, 0.37287], [-10.46462, -2.16196, 1.25443], [-11.37333, -0.98420, 0.90356], [-10.69184, 0.17934, 0.96370], [-12.39343, -0.90659, 1.78887], [-10.02705, -2.10738, 2.52707], [-11.17738, -3.30490, 1.13942], [-7.46030, -2.64089, 0.15013], [-7.94918, -2.70615, 1.80819], [-7.06049, -0.65511, 3.12352], [-11.78081, -1.09669, -0.10342]],
  "atomic_forces_ev_per_a": [[0.0, -0.1, -0.8], [0.2, -0.8, 1.9], [-0.1, 0.2, -0.5], [0.0, 0.8, -0.6], [-0.5, -0.5, -0.8], [-0.1, 0.5, 1.4], [-0.3, 0.2, -1.0], [-0.3, 0.4, 0.5], [0.7, 0.2, -0.6], [0.0, -0.5, 0.6], [-0.4, -0.2, 3.2], [-0.1, 0.9, -3.1], [-1.6, -0.4, -0.7], [0.4, 0.5, 0.8], [0.6, -0.2, -0.1], [1.0, -0.1, -0.2], [0.5, -0.2, -0.7], [-0.8, 0.0, 0.7], [0.0, 0.4, -0.2], [-0.3, -0.3, 0.8], [0.4, 0.2, -0.3], [-1.1, 1.9, 3.3], [1.5, -3.0, -3.8], [-0.5, 1.1, 0.4], [-0.1, -0.1, 0.4], [0.0, 0.2, -0.1], [0.2, 0.1, -0.3], [-0.4, -0.1, 0.0], [0.0, 0.2, -0.1], [0.2, 0.1, -0.3], [0.3, 0.1, 0.3], [0.3, 0.0, 0.0], [0.2, -0.2, -0.2], [0.2, -0.1, 0.2], [0.2, -0.2, 0.1], [-0.2, -0.3, 0.2], [-0.5, -0.3, -0.1], [0.1, -0.1, -0.3], [-0.1, 0.2, 0.0], [-0.1, 0.4, -0.2], [-0.1, -0.3, 0.1], [0.8, -0.2, -0.1], [0.1, -0.1, 0.7], [-0.5, 0.0, -0.4], [0.0, -0.3, -0.1], [0.2, -0.1, 0.1], [-0.1, 0.1, -0.1], [0.0, 0.2, -0.3], [-0.9, 0.3, -0.1], [1.0, -0.2, -0.6], [-0.5, -0.1, 0.4], [0.1, 0.1, 0.0], [0.8, -0.8, 0.1], [-0.1, 0.3, 0.3], [-0.2, 0.0, 0.2], [-0.1, -0.1, 0.1], [-0.3, 0.1, 0.0], [0.1, 0.0, 0.1], [0.2, 0.1, 0.0], [-0.3, 0.8, 0.1], [-0.5, -0.2, -0.5], [0.5, -0.1, 0.3], [-0.1, 0.0, 0.2], [-0.2, 0.0, 0.0], [0.2, 0.0, 0.1], [0.3, 0.2, 0.0], [0.9, -0.4, -0.1], [-0.6, 0.9, 0.5], [0.0, -0.6, -0.2], [-0.1, 0.1, -0.1], [0.0, 0.2, 0.0], [0.1, -0.1, -0.5], [0.1, -0.3, -0.2], [0.0, -0.1, 0.1], [0.3, -0.2, 0.0], [-0.1, 0.0, 0.0], [-0.1, 0.2, 0.0], [0.3, -0.7, -0.3], [-0.4, 0.0, -0.6], [0.2, 0.4, 0.5], [0.2, 0.1, -0.1], [-0.4, -0.5, -0.2], [0.0, 0.1, 0.2], [0.1, -0.2, 0.3], [-0.3, 0.7, 0.5], [0.8, -0.8, 0.0], [-0.4, 0.5, -0.2], [0.0, -0.2, 0.0], [0.1, -0.2, 0.0], [-0.4, 0.0, 0.0], [-0.2, 0.2, 0.0], [0.0, 0.2, -0.1], [-0.1, 0.2, 0.1], [0.0, -0.1, -0.1], [0.0, -0.1, 0.0]],
  "e_homo_ha": -0.309,
  "homo_lumo_gap_ev": 8.77,
  "smiles": "C[C@H](F)CP(CCCCN)C(=O)C(F)(F)C(F)(F)C(F)(F)C(=O)O.FC(F)C(F)(F)COC(F)(F)C(F)F.FC(F)C(F)(F)COC(F)(F)C(F)F.FC(F)C(F)(F)COC(F)(F)C(F)F",
  "lumo_energy_ev": 0.36
}

---

{
  "formula": "C27H29FN2O3SbSe5W",
  "method": "ωB97M-V/def2-TZVPD",
  "species": ["W", "C", "C", "C", "C", "C", "C", "C", "C", "C", "C", "C", "C", "H", "H", "H", "H", "H", "H", "H", "H", "H", "H", "H", "H", "H", "H", "H", "H", "H", "H", "Se", "Sb", "Se", "Se", "Se", "C", "C", "C", "C", "C", "C", "C", "F", "C", "C", "C", "O", "C", "C", "N", "C", "C", "O", "O", "H", "H", "H", "H", "H", "H", "H", "H", "H", "H", "H", "Se", "C", "N"],
  "positions_angstrom": [[-0.87400, 1.59198, 1.68289], [-2.21064, -2.57739, -0.28208], [-1.72732, -2.30453, 1.12433], [-2.62563, -1.83615, 2.08798], [-4.09154, -1.70328, 1.75224], [-2.17206, -1.49476, 3.36755], [-3.13210, -0.96469, 4.40639], [-0.81971, -1.66789, 3.69096], [-0.32684, -1.45973, 5.10199], [0.08074, -2.10916, 2.71568], [1.55022, -2.18602, 3.05087], [-0.37805, -2.45934, 1.44432], [0.58580, -3.01439, 0.42172], [-2.61606, -3.58833, -0.39569], [-1.40532, -2.46483, -1.00780], [-2.99014, -1.87351, -0.56535], [-4.71392, -1.93719, 2.61450], [-4.38217, -2.37656, 0.94942], [-4.32681, -0.68387, 1.43116], [-3.49023, -1.76353, 5.06509], [-3.99796, -0.49573, 3.94649], [-2.66445, -0.20587, 5.03252], [-1.14057, -1.35689, 5.81231], [0.28825, -0.56134, 5.19682], [0.28499, -2.31081, 5.41234], [1.83078, -3.16366, 3.45824], [1.81449, -1.43535, 3.79377], [2.16827, -2.00349, 2.17235], [1.03530, -2.22462, -0.19280], [0.09057, -3.71192, -0.25208], [1.40082, -3.55354, 0.90158], [-0.11801, 5.40878, 4.43074], [-0.85071, 3.16797, 4.71640], [-2.70976, 2.53298, 3.01773], [0.85109, 1.66803, 3.41466], [-1.39508, 2.10033, 6.78222], [-0.40364, 1.94016, -5.48319], [0.92268, 1.90554, -4.74524], [2.01040, 1.22093, -5.55868], [3.35039, 1.37086, -4.85843], [3.25619, 0.96462, -3.41004], [4.38847, 0.63884, -2.70044], [4.30427, 0.28790, -1.35609], [5.44700, -0.01302, -0.71133], [3.11393, 0.24706, -0.69191], [1.94669, 0.55154, -1.40435], [0.67657, 0.55888, -0.69653], [0.68033, 0.46467, 0.55958], [-0.47998, 0.71034, -1.49695], [-0.33661, 1.07469, -2.80681], [0.83379, 1.22938, -3.43271], [2.01008, 0.91331, -2.75526], [-1.88604, 0.62186, -0.99073], [-2.79734, 0.52508, -1.79122], [-2.06633, 0.64070, 0.30594], [-0.23058, 2.37685, -6.46645], [-1.14510, 2.55675, -4.97796], [-0.81047, 0.93670, -5.62252], [1.23200, 2.93540, -4.53211], [2.04639, 1.66639, -6.55339], [1.75154, 0.16444, -5.67732], [3.66776, 2.41660, -4.91533], [4.12199, 0.77959, -5.35358], [5.35897, 0.65609, -3.18080], [3.04992, -0.00086, 0.35843], [-1.24028, 1.27881, -3.35875], [0.73007, 4.72806, -1.77238], [0.08305, 3.68505, -0.51091], [-0.40839, 2.98506, 0.28799]],
  "atomic_forces_ev_per_a": [[-0.1, 0.0, -0.6], [0.0, 0.0, 0.0], [0.0, 0.0, 0.0], [0.0, 0.0, 0.0], [0.0, 0.0, 0.0], [0.0, 0.0, 0.0], [0.0, 0.0, 0.0], [0.0, 0.0, 0.0], [0.0, 0.0, 0.0], [0.0, 0.0, 0.0], [0.0, 0.0, 0.0], [0.1, 0.0, 0.0], [0.0, 0.0, 0.0], [0.0, 0.0, 0.0], [0.0, 0.0, 0.0], [0.0, 0.0, 0.0], [0.0, 0.0, 0.0], [0.0, 0.0, 0.0], [0.0, 0.0, 0.0], [0.0, 0.0, 0.0], [0.0, 0.0, 0.0], [0.0, 0.0, 0.0], [0.0, 0.0, 0.0], [0.0, 0.0, 0.0], [0.0, 0.0, 0.0], [0.0, 0.0, 0.0], [0.0, 0.0, 0.0], [0.0, 0.0, 0.0], [0.0, 0.0, 0.0], [0.0, 0.0, 0.0], [0.0, 0.0, 0.0], [0.0, 0.1, 0.0], [-0.1, -0.1, 0.1], [0.2, -0.1, -0.1], [-0.2, 0.0, -0.2], [0.0, 0.0, 0.0], [0.0, 0.0, 0.0], [0.0, 0.0, -0.1], [0.0, 0.0, 0.0], [0.0, 0.0, 0.0], [0.0, 0.0, -0.1], [0.0, 0.0, 0.0], [0.0, 0.0, 0.0], [0.0, 0.0, 0.0], [0.0, 0.0, 0.0], [0.1, 0.0, 0.0], [-0.1, 0.0, 0.1], [-0.1, 0.0, 0.0], [0.1, 0.0, 0.0], [0.0, 0.1, -0.1], [-0.1, -0.1, 0.1], [0.0, 0.0, 0.0], [-0.2, -0.1, 0.1], [0.1, 0.0, 0.1], [0.2, 0.2, 0.2], [0.0, 0.0, 0.0], [0.0, 0.0, 0.0], [0.0, 0.0, 0.0], [0.0, 0.0, 0.0], [0.0, 0.0, 0.0], [0.0, 0.0, 0.0], [0.0, 0.0, 0.0], [0.0, 0.0, 0.0], [0.0, 0.0, 0.0], [0.0, 0.0, 0.0], [0.0, 0.0, 0.0], [0.1, 0.0, -0.1], [-0.3, 0.1, 0.0], [0.3, 0.0, 0.4]],
  "e_homo_ha": [-0.171, -0.179],
  "s2": 2.02,
  "total_charge": -1,
  "homo_lumo_gap_ev": [5.84, 6.18],
  "spin_multiplicity": 3,
  "lumo_energy_ev": [1.19, 1.30],
  "de_lowest_kj_mol": 40.7
}

---

{
  "formula": "C27H29InN8O4",
  "method": "ωB97M-V/def2-TZVPD",
  "species": ["In", "N", "N", "C", "O", "O", "H", "H", "H", "C", "O", "C", "C", "C", "C", "C", "C", "N", "N", "C", "C", "C", "C", "O", "C", "N", "C", "C", "C", "C", "H", "H", "H", "H", "H", "H", "H", "H", "H", "H", "H", "H", "C", "C", "C", "C", "C", "C", "H", "H", "H", "H", "H", "H", "H", "H", "H", "N", "C", "C", "N", "C", "C", "N", "H", "H", "H", "H", "H"],
  "positions_angstrom": [[-0.10740, 0.06780, -2.49169], [-0.67083, 2.45028, -2.87142], [-1.18986, 2.48099, -4.18662], [-1.52813, 1.25372, -4.85124], [-2.27569, 1.36008, -5.80840], [-0.94399, 0.18576, -4.40841], [-1.40107, 2.56464, -2.17661], [-0.00396, 3.19997, -2.77415], [-1.89066, 3.17921, -4.36098], [-1.93493, 0.87606, 6.08997], [-1.83550, -0.24818, 5.23358], [-0.58908, -0.66201, 4.90942], [0.57277, -0.14808, 5.47038], [1.80513, -0.65402, 5.07115], [1.89811, -1.62379, 4.08680], [0.71865, -2.16154, 3.55744], [-0.50765, -1.69402, 3.97633], [3.21102, -2.11840, 3.78763], [3.54844, -2.48321, 2.64269], [2.79302, -2.21863, 1.45811], [2.63156, -3.27520, 0.58738], [1.92930, -3.16467, -0.61552], [1.41466, -1.95058, -1.04705], [0.80106, -1.81928, -2.19753], [1.67302, -0.80946, -0.20053], [1.29522, 0.40990, -0.68616], [1.54178, 1.50303, -0.00052], [2.22126, 1.47368, 1.22362], [2.62775, 0.26991, 1.72858], [2.34588, -0.93491, 1.04053], [-2.98873, 1.12931, 6.13951], [-1.37762, 1.72756, 5.69100], [-1.57436, 0.64964, 7.09642], [0.53245, 0.61417, 6.23682], [2.72004, -0.28426, 5.52425], [0.76902, -2.96837, 2.83767], [-1.42693, -2.11948, 3.59414], [3.04339, -4.23518, 0.88283], [1.79417, -4.02780, -1.25722], [1.22061, 2.43881, -0.44403], [2.43444, 2.39844, 1.74643], [3.18446, 0.24319, 2.65173], [-4.52032, 1.08957, 0.73319], [-4.02174, -0.29253, 0.29156], [-5.11381, -1.00407, -0.52100], [-3.66858, -1.12725, 1.52810], [-2.81996, -0.13164, -0.55108], [-1.83277, 0.01332, -1.24472], [-5.41890, 0.98332, 1.34911], [-4.76517, 1.70532, -0.13446], [-3.75586, 1.60301, 1.32004], [-6.01667, -1.12286, 0.08694], [-4.77283, -1.99084, -0.83863], [-5.36490, -0.42792, -1.41308], [-4.55497, -1.26096, 2.15678], [-2.89967, -0.62282, 2.11268], [-3.29418, -2.11046, 1.23585], [3.01749, 2.56346, -6.54308], [3.03163, 1.67390, -5.50558], [1.88804, 1.45144, -4.72311], [1.91803, 0.61633, -3.69661], [3.06181, -0.02394, -3.42366], [4.17256, 0.19687, -4.20982], [4.16896, 1.03689, -5.24564], [2.14145, 2.85279, -6.93544], [3.81691, 2.55382, -7.15009], [0.94761, 1.93845, -4.95808], [3.07382, -0.71227, -2.59267], [5.10116, -0.32599, -4.01387]],
  "atomic_forces_ev_per_a": [[-0.1, -0.1, 0.0], [-0.1, -0.2, -0.2], [0.1, -0.2, -0.1], [-0.1, -0.2, -0.1], [0.4, -0.1, 0.4], [-0.2, 0.4, -0.3], [-0.1, 0.0, 0.1], [0.2, 0.1, 0.0], [-0.2, 0.2, 0.0], [-0.1, 0.0, 0.0], [-0.1, 0.2, 0.1], [0.2, 0.0, 0.1], [0.1, 0.0, 0.0], [0.1, 0.1, 0.0], [-0.1, 0.1, -0.1], [0.1, -0.1, 0.0], [0.0, -0.1, -0.1], [-0.1, -0.4, -0.5], [0.2, 0.5, 0.5], [-0.3, -0.3, -0.2], [0.0, 0.0, 0.2], [0.0, 0.0, -0.1], [0.0, -0.1, -0.2], [0.1, 0.2, 0.3], [0.1, 0.1, 0.0], [0.0, 0.0, 0.3], [0.0, -0.3, -0.2], [0.1, 0.1, 0.1], [-0.1, 0.0, 0.0], [0.2, 0.1, 0.1], [-0.1, 0.0, 0.0], [0.0, 0.0, 0.0], [0.0, 0.0, 0.0], [0.0, 0.0, -0.1], [-0.1, 0.0, 0.0], [0.0, 0.0, 0.0], [0.0, 0.0, 0.0], [0.0, 0.1, 0.0], [0.0, 0.1, 0.1], [0.0, 0.0, 0.1], [0.0, -0.1, -0.1], [0.0, -0.1, 0.1], [0.0, 0.0, 0.0], [0.0, 0.0, -0.1], [0.0, 0.0, 0.0], [0.0, 0.0, 0.0], [0.2, 0.1, -0.1], [-0.3, -0.1, 0.2], [0.1, 0.0, 0.0], [0.0, 0.0, 0.0], [0.0, 0.0, 0.0], [0.1, 0.0, 0.0], [0.0, 0.0, 0.0], [0.0, 0.0, 0.0], [0.1, 0.0, 0.0], [0.0, 0.0, 0.1], [0.0, 0.0, 0.0], [0.1, 0.0, 0.2], [0.1, -0.1, -0.1], [-0.1, -0.1, 0.1], [-0.1, 0.1, -0.2], [0.0, 0.1, 0.0], [0.0, 0.1, -0.2], [0.0, 0.0, 0.1], [-0.1, 0.0, 0.0], [0.0, 0.0, -0.1], [0.1, 0.0, 0.1], [0.0, 0.0, 0.0], [0.0, 0.0, 0.0]],
  "e_homo_ha": -0.277,
  "homo_lumo_gap_ev": 7.15,
  "lumo_energy_ev": -0.39,
  "de_lowest_kj_mol": 68.4
}

---

no.,energy (Ha)
1,-4989.59052
2,-13796.13961
3,-1975.38278